Entry from the Open Molecules 2025 dataset: a gas-phase ion, C28H37N2O4 (charge +1) at a distorted geometry (the ωB97M-V functional and the def2-TZVPD basis).

Results
Net charge ... +1
Relative energy (zero: lowest compared OMol25 entry of this formula, charge and spin) ... 0.000 eV
E ... -40802.162 eV
HOMO ... -11.05 eV
Orbital gap ... 8.15 eV
Structure (SMILES) ... COc1ccc(OCc2n(CC(=O)O[C@H]3C[C@H](C)CC[C@H]3C(C)C)c3ccccc3[n+]2C)cc1

XYZ file:
```
71
Properties=species:S:1:pos:R:3:lowdin_charge:R:1
C -8.401 -2.012 0.866 -0.070
O -7.449 -1.029 1.215 -0.072
C -6.165 -1.195 0.839 -0.277
C -5.680 -2.256 0.077 0.000
C -4.340 -2.311 -0.262 0.006
C -3.466 -1.324 0.163 -0.274
O -2.111 -1.411 -0.182 -0.059
C -1.765 -0.639 -1.310 -0.074
C -1.640 0.805 -0.931 -0.139
N -0.814 1.240 0.027 0.060
C 0.215 0.448 0.637 0.034
C 1.359 0.242 -0.386 -0.472
O 1.171 0.405 -1.565 0.131
O 2.449 -0.131 0.214 0.048
C 3.625 -0.411 -0.586 -0.223
C 4.579 0.775 -0.441 -0.090
C 5.036 0.948 1.011 -0.379
C 6.014 2.112 1.127 -0.066
C 5.664 -0.353 1.511 -0.159
C 4.697 -1.525 1.368 -0.144
C 4.291 -1.701 -0.097 -0.242
C 3.497 -3.000 -0.355 -0.371
C 3.431 -3.320 -1.849 -0.062
C 2.089 -3.023 0.237 -0.053
C -1.003 2.597 0.181 -0.113
C -0.399 3.533 1.011 0.019
C -0.847 4.834 0.918 -0.052
C -1.864 5.198 0.031 -0.053
C -2.469 4.277 -0.798 0.015
C -2.025 2.962 -0.715 -0.117
N -2.397 1.811 -1.381 0.027
C -3.427 1.715 -2.383 0.037
C -3.940 -0.264 0.929 -0.011
C -5.275 -0.201 1.261 0.015
H -8.141 -2.987 1.287 0.100
H -8.510 -2.097 -0.219 0.098
H -9.341 -1.673 1.297 0.098
H -6.335 -3.045 -0.257 0.110
H -3.961 -3.134 -0.849 0.128
H -2.500 -0.758 -2.114 0.143
H -0.797 -1.009 -1.662 0.139
H 0.594 0.942 1.530 0.145
H -0.184 -0.535 0.908 0.147
H 3.303 -0.506 -1.628 0.146
H 5.444 0.602 -1.082 0.137
H 4.080 1.683 -0.788 0.129
H 4.155 1.164 1.626 0.139
H 6.320 2.249 2.161 0.080
H 6.903 1.922 0.530 0.084
H 5.560 3.036 0.777 0.078
H 5.951 -0.239 2.557 0.121
H 6.571 -0.557 0.938 0.127
H 5.173 -2.439 1.725 0.124
H 3.813 -1.342 1.980 0.115
H 5.212 -1.790 -0.684 0.155
H 4.073 -3.796 0.130 0.139
H 2.964 -4.290 -2.000 0.082
H 2.844 -2.579 -2.386 0.075
H 4.427 -3.352 -2.284 0.083
H 1.403 -2.424 -0.360 0.066
H 2.082 -2.656 1.260 0.078
H 1.714 -4.044 0.242 0.087
H 0.388 3.263 1.696 0.118
H -0.403 5.592 1.543 0.116
H -2.182 6.228 -0.005 0.116
H -3.250 4.574 -1.478 0.115
H -3.905 2.685 -2.491 0.097
H -3.002 1.424 -3.344 0.116
H -4.181 0.986 -2.084 0.108
H -3.263 0.499 1.286 0.117
H -5.660 0.608 1.860 0.125
```